No. 1
DFT (the ωB97M-V functional and the def2-TZVPD basis) results for 2 unconnected molecules or ions with the total composition C27H51FN2O2 in a non-equilibrium geometry.

The geometry in XYZ format:
```
83
Properties=species:S:1:pos:R:3:forces:R:3:lowdin_charge:R:1
C 7.649 1.629 -2.567 0.88 -2.57 1.87 -0.0155
C 8.007 0.524 -1.729 -1.42 3.00 -0.63 -0.1046
C 7.857 0.796 -0.130 1.58 0.78 -1.82 -0.2063
C 6.445 1.445 0.374 0.02 -1.18 -1.20 -0.1472
N 6.057 0.616 1.551 1.11 0.06 0.07 0.0203
C 7.203 -0.187 2.023 0.24 -1.37 1.94 -0.2931
O 7.428 -0.560 3.208 -1.35 1.37 -4.89 0.0654
C 8.182 -0.499 0.752 0.46 0.37 1.89 -0.2743
C 7.908 -1.971 0.125 -1.25 0.20 -0.11 -0.1333
C 6.439 -2.146 -0.511 -0.14 -0.48 -1.25 -0.1847
C 5.818 -3.628 -0.296 0.28 0.24 0.95 -0.1945
C 4.505 -3.627 0.665 0.40 -1.06 -0.38 -0.2043
C 3.120 -3.635 -0.177 0.26 -0.04 0.42 -0.2214
C 2.086 -2.529 0.365 0.57 -0.31 -0.21 -0.2241
C 0.692 -2.504 -0.451 0.58 -0.07 0.07 -0.2121
C -0.590 -2.446 0.521 -0.22 -0.21 -0.47 -0.2266
C -1.892 -1.799 -0.181 0.16 -1.23 -0.36 -0.2243
C -3.188 -1.960 0.749 0.35 -0.02 1.05 -0.2172
C -4.179 -0.706 0.818 -0.71 -0.48 0.12 -0.2301
C -4.279 0.230 -0.471 -1.41 1.19 0.34 -0.2529
C -4.225 1.776 0.050 -0.31 -0.76 0.24 -0.1366
C 9.684 -0.663 1.357 0.89 0.61 -1.49 -0.0376
C 10.296 0.731 1.847 -0.65 1.35 3.11 -0.2994
O 10.088 1.267 2.947 1.09 -2.14 -5.00 0.1081
F 11.134 1.417 0.882 -1.72 -1.58 1.68 -0.0094
H 7.773 2.676 -2.097 -1.02 -1.75 -0.92 0.0788
H 7.230 1.454 -3.615 1.39 0.58 1.39 0.0630
H 8.385 -0.478 -2.122 -1.25 1.36 0.56 0.0986
H 8.560 1.712 -0.014 -0.46 -1.92 0.44 0.1418
H 6.544 2.581 0.564 -0.03 -2.01 0.09 0.1294
H 5.647 1.315 -0.433 1.13 0.24 0.96 0.1177
H 5.185 0.111 1.339 0.77 0.14 0.84 0.1110
H 8.666 -2.208 -0.717 -1.00 0.45 1.62 0.1240
H 7.995 -2.761 0.961 0.18 1.41 -1.17 0.1277
H 5.689 -1.355 -0.153 1.18 -1.15 -0.44 0.0962
H 6.549 -2.010 -1.651 -0.27 0.08 1.77 0.1061
H 5.585 -4.161 -1.286 0.26 0.94 1.44 0.1085
H 6.643 -4.248 0.218 -1.28 0.79 -0.78 0.1005
H 4.555 -2.781 1.439 -0.08 -1.08 -1.24 0.1059
H 4.563 -4.615 1.261 -0.22 1.62 -0.79 0.1077
H 3.362 -3.494 -1.292 -0.48 -0.01 1.61 0.1102
H 2.677 -4.695 -0.072 0.45 1.69 -0.22 0.1139
H 1.928 -2.735 1.483 0.05 0.26 -1.57 0.1113
H 2.633 -1.512 0.303 -1.00 -1.47 0.08 0.1071
H 0.664 -3.445 -1.126 -0.14 1.46 1.15 0.1136
H 0.746 -1.611 -1.175 -0.37 -1.21 1.13 0.1108
H -0.329 -1.904 1.499 -0.40 -0.58 -1.46 0.1119
H -0.868 -3.528 0.815 0.47 1.62 -0.37 0.1199
H -1.675 -0.730 -0.533 -0.38 -1.48 0.74 0.1059
H -2.091 -2.438 -1.129 0.43 1.23 1.31 0.1196
H -2.790 -2.126 1.827 -0.70 0.24 -1.64 0.1061
H -3.784 -2.927 0.518 1.12 1.63 0.05 0.1154
H -3.958 -0.061 1.750 -0.08 -0.98 -1.55 0.1065
H -5.241 -1.135 1.003 1.72 0.75 -0.19 0.1107
H -5.341 0.119 -0.923 1.77 0.03 0.61 0.1031
H -3.551 0.024 -1.321 -0.73 0.24 1.34 0.0910
H -4.599 2.516 -0.739 0.83 -1.01 1.07 0.0686
H -4.951 1.852 0.950 1.15 -0.08 -1.45 0.0641
H -3.175 2.016 0.450 -1.52 -0.14 -0.77 0.0755
H 10.338 -1.061 0.490 -0.90 0.83 1.36 0.1311
H 9.736 -1.465 2.176 -0.35 1.64 -0.93 0.1430
C -9.548 2.598 -2.941 0.04 0.07 0.00 -0.0929
C -9.645 2.033 -1.528 0.04 0.16 -0.05 -0.2729
N -8.500 2.351 -0.678 0.22 -0.20 0.14 -0.1909
C -8.502 1.608 0.582 0.05 -0.18 -0.12 -0.2542
C -9.634 1.890 1.570 -0.04 -0.01 0.32 -0.0893
C -8.159 3.766 -0.561 0.12 0.05 -0.29 -0.2530
C -9.229 4.710 -0.014 0.00 0.29 0.16 -0.0873
H -8.648 2.241 -3.449 -0.02 0.07 0.09 0.0785
H -10.414 2.276 -3.526 0.07 0.00 0.08 0.0728
H -9.544 3.690 -2.948 0.02 -0.06 -0.02 0.0633
H -9.719 0.944 -1.624 0.10 0.05 0.25 0.1173
H -10.588 2.373 -1.081 -0.11 -0.03 -0.04 0.0965
H -7.545 1.762 1.092 -0.01 0.15 -0.15 0.0999
H -8.521 0.538 0.344 -0.05 0.10 -0.17 0.1082
H -9.485 2.833 2.098 -0.10 -0.04 -0.08 0.0559
H -9.659 1.105 2.332 0.00 0.04 -0.08 0.0723
H -10.615 1.907 1.090 0.07 0.02 0.01 0.0671
H -7.855 4.130 -1.549 -0.11 -0.15 0.00 0.1003
H -7.253 3.869 0.048 -0.13 -0.25 0.01 0.1112
H -10.221 4.501 -0.419 0.04 -0.02 0.00 0.0691
H -8.979 5.742 -0.280 -0.02 -0.08 0.00 0.0731
H -9.281 4.670 1.074 -0.13 -0.02 -0.07 0.0547
```
Positions in Å, forces in eV/Å.

Results
relative energy (zero: lowest compared OMol25 entry of this formula, charge and spin) = 5.243 eV
largest force on an atom = 0.1078 Eh/bohr
gap between HOMO and LUMO = 8.770 eV
SMILES = C=C[C@H]1CNC(=O)[C@]1(CCCCCCCCCCCCC)CC(=O)F.CCN(CC)CC
total energy = -38612.5060 eV

No. 2
DFT (the ωB97M-V functional and the def2-TZVPD basis) results for 6 unconnected molecules or ions with the total composition C27H51FNO13S in a non-equilibrium geometry.

The geometry in XYZ format:
```
94
Properties=species:S:1:pos:R:3:forces:R:3:lowdin_charge:R:1
O 1.854 -2.256 2.189 -3.16 0.75 1.13 -0.0183
C 1.066 -1.887 1.349 -0.31 0.10 -0.42 -0.2367
C -0.280 -1.294 1.618 0.33 0.28 0.06 -0.1603
C -0.645 -0.186 0.616 -0.08 -0.21 -0.08 -0.6842
S 0.687 1.039 0.770 0.31 0.04 0.05 0.8897
N -0.684 -0.847 -0.697 -0.39 -0.15 -0.02 -0.0447
C -0.681 -0.077 -1.952 0.31 0.03 0.22 -0.2023
C 0.743 0.001 -2.521 -0.05 0.00 -0.12 -0.1752
C 1.281 1.388 -2.773 0.41 -0.23 -0.13 -0.2156
F 0.312 2.202 -3.361 -0.14 0.17 -0.09 -0.0616
C -2.010 0.481 1.010 -0.13 0.35 -0.42 -0.7107
O -2.410 0.321 2.172 0.21 -0.38 0.31 -0.0330
O -2.571 1.105 0.078 0.30 0.05 0.20 -0.0536
H 1.326 -1.981 0.280 0.05 -0.05 -0.10 0.1218
H -1.020 -2.090 1.496 -0.06 -0.09 0.14 0.1403
H -0.295 -0.913 2.633 -0.25 -0.09 0.10 0.1163
H 0.024 2.142 0.418 -0.18 0.04 -0.19 -0.0852
H -1.546 -1.382 -0.681 -0.02 -0.03 -0.01 0.1164
H -1.146 0.902 -1.867 0.03 0.09 0.23 0.1001
H -1.306 -0.638 -2.644 -0.06 -0.03 -0.05 0.1154
H 0.831 -0.575 -3.441 -0.12 -0.05 -0.08 0.0958
H 1.397 -0.488 -1.801 0.18 0.01 -0.04 0.0890
H 1.633 1.867 -1.866 -0.33 0.10 0.10 0.0573
H 2.116 1.338 -3.473 0.07 -0.03 -0.07 0.1029
O -5.607 -1.978 -1.156 0.15 -0.06 0.01 0.0894
C -6.071 -0.870 -1.136 -0.25 0.01 -0.21 -0.5034
O -7.369 -0.743 -1.544 0.18 0.02 0.10 -0.0182
C -8.091 0.480 -1.370 -0.01 0.12 0.10 -0.2406
C -7.855 1.459 -2.503 0.04 -0.10 -0.05 -0.0650
C -5.291 0.358 -0.758 -0.28 -0.08 0.23 0.0174
H -7.870 0.928 -0.401 -0.06 -0.04 -0.08 0.0832
H -9.137 0.174 -1.348 0.00 0.01 0.00 0.1201
H -6.812 1.770 -2.546 0.00 0.03 0.02 0.0677
H -8.474 2.347 -2.365 -0.01 0.00 0.02 0.0769
H -8.111 0.997 -3.457 -0.02 0.02 -0.03 0.0752
H -4.747 0.715 -1.632 0.05 -0.03 0.00 0.1035
H -4.551 0.113 -0.003 0.05 -0.07 -0.14 0.0715
H -5.911 1.163 -0.371 0.06 -0.03 -0.12 0.0533
O 3.857 -0.541 -4.663 0.02 0.03 -0.03 0.0966
C 3.816 -1.719 -4.424 0.12 -0.10 0.16 -0.5269
O 2.919 -2.167 -3.531 -0.03 0.13 -0.28 -0.0165
C 2.678 -3.558 -3.285 -0.17 -0.12 0.25 -0.2253
C 3.580 -4.064 -2.184 0.00 0.10 -0.19 -0.0677
C 4.801 -2.689 -5.041 -0.15 0.00 -0.13 0.0126
H 2.716 -4.131 -4.212 0.11 0.00 0.01 0.1086
H 1.646 -3.587 -2.936 -0.05 0.05 -0.08 0.1240
H 4.635 -4.020 -2.452 0.00 -0.01 0.00 0.0729
H 3.344 -5.093 -1.911 -0.05 0.01 -0.01 0.0874
H 3.437 -3.437 -1.308 0.07 -0.09 0.04 0.0609
H 5.698 -2.697 -4.423 0.00 -0.01 0.02 0.0943
H 5.061 -2.315 -6.027 0.05 0.05 0.02 0.0858
H 4.434 -3.707 -5.132 0.03 -0.01 0.06 0.0666
O 1.969 3.778 -0.704 0.02 0.28 0.00 0.0883
C 3.075 3.532 -0.318 -0.03 -0.02 0.13 -0.5389
O 3.238 3.251 0.995 0.03 0.04 -0.05 -0.0273
C 4.452 2.720 1.524 0.08 -0.08 0.03 -0.2424
C 5.458 3.800 1.864 -0.07 0.06 -0.03 -0.0674
C 4.275 3.573 -1.235 -0.04 -0.19 -0.01 0.0226
H 4.869 1.972 0.847 -0.01 0.01 -0.01 0.1138
H 4.139 2.192 2.424 0.00 0.00 0.01 0.1245
H 5.774 4.349 0.976 0.02 -0.03 -0.01 0.0653
H 6.342 3.360 2.328 0.00 -0.01 0.01 0.0780
H 5.017 4.513 2.560 0.01 0.00 0.02 0.0814
H 4.637 4.601 -1.275 0.01 0.01 0.00 0.0938
H 3.937 3.286 -2.227 -0.03 0.06 -0.02 0.0888
H 5.093 2.922 -0.939 0.02 0.04 0.03 0.0709
O 5.156 -4.147 0.272 0.24 -0.35 -0.07 0.0775
C 5.091 -3.663 1.370 -0.30 0.88 0.08 -0.4996
O 5.867 -4.191 2.346 0.17 -0.11 0.12 -0.0094
C 5.977 -3.585 3.637 -0.02 -0.02 -0.02 -0.2460
C 4.867 -4.013 4.573 -0.06 -0.05 -0.07 -0.0624
C 4.118 -2.552 1.695 2.47 -0.89 -0.45 -0.0099
H 6.033 -2.499 3.546 -0.03 0.01 -0.02 0.1083
H 6.943 -3.925 4.009 0.01 -0.03 0.02 0.1166
H 3.891 -3.691 4.212 0.01 0.05 -0.01 0.0718
H 5.024 -3.583 5.563 0.01 0.00 0.02 0.0780
H 4.853 -5.099 4.663 0.01 -0.01 0.02 0.0801
H 3.149 -2.987 1.943 1.12 -0.27 -0.26 0.0422
H 3.988 -1.946 0.802 -0.09 -0.07 -0.10 0.0938
H 4.420 -1.904 2.512 -0.09 -0.03 0.11 0.0776
O -8.723 2.101 1.573 -0.06 0.02 0.01 0.0851
C -7.713 2.521 2.079 0.09 -0.09 0.15 -0.5293
O -6.587 2.532 1.360 -0.14 0.17 0.04 -0.0215
C -5.375 3.183 1.807 0.25 0.09 -0.03 -0.2109
C -4.529 2.311 2.701 -0.42 -0.10 -0.01 -0.0609
C -7.682 2.966 3.525 -0.04 0.16 -0.10 0.0105
H -5.625 4.149 2.252 -0.06 -0.01 0.01 0.1069
H -4.840 3.386 0.880 0.03 -0.06 -0.02 0.1240
H -5.032 2.074 3.642 -0.01 0.09 0.03 0.0703
H -3.587 2.810 2.928 0.03 -0.01 -0.05 0.0899
H -4.278 1.378 2.200 0.11 0.12 0.06 0.0518
H -7.502 2.087 4.143 0.02 -0.01 0.00 0.0952
H -8.660 3.371 3.769 -0.04 -0.07 0.01 0.0844
H -6.920 3.706 3.748 0.05 -0.05 0.01 0.0666
```
Positions in Å, forces in eV/Å.

Results
largest force on an atom = 0.0668 Eh/bohr
gap between HOMO and LUMO = 7.204 eV
net charge = -1
total energy = -70487.7433 eV